1.
Entry from the Open Molecules 2025 dataset: 2 unconnected molecules or ions with the total composition C4H13N2O (the ωB97M-V functional and the def2-TZVPD basis).

Cartesian coordinates (Å):
C -1.7088 -1.7065 -1.1272
N -2.5359 -1.7907 -2.1598
O -0.5847 -2.2079 -1.1083
H -2.1422 -1.1984 -0.2518
H -3.3947 -1.2676 -2.1524
H -2.1986 -2.1998 -3.0186
C 1.5241 0.3976 0.4690
C 0.2337 1.1005 0.8650
C 0.4838 2.5880 1.1079
N 1.3210 -1.0841 0.3591
H 1.8798 0.7359 -0.4973
H 2.3072 0.5833 1.1983
H -0.1843 0.6106 1.7434
H -0.4759 0.9877 0.0437
H 1.1697 2.7215 1.9495
H 0.9575 3.0314 0.2365
H -0.4399 3.1036 1.3222
H 1.1360 -1.4976 1.2731
H 0.4951 -1.3637 -0.2520
H 2.1572 -1.5437 -0.0002

Summary:
- Energy relative to the best compared isomer or geometry (same formula, charge and spin): 9.34 kcal/mol
- E_LUMO: -2.88 eV
- Net charge: +1
- HOMO energy: -14.6683 eV
- Kohn-Sham gap: 0.4332 Ha
- Maximum force: 0.68 eV/A

Löwdin atomic charge list, values in e, 2 entries:
1 C -0.37
2 N 0.17



2.
Entry from the Open Molecules 2025 dataset: a gas-phase ion, C4H13N2O (charge +1) at a distorted geometry (the ωB97M-V functional and the def2-TZVPD basis).

Cartesian coordinates (Å):
N -2.2629 0.2003 -0.3024
C -1.3728 1.4058 -0.5235
C -0.1358 1.1939 0.4336
C 0.5963 -0.0384 -0.1027
N -0.0899 -1.3853 -0.4113
C 1.7874 -0.4324 0.7511
O 2.5124 -1.4056 0.0329
H -2.8279 -0.1323 0.5423
H -2.9983 0.2257 -1.0118
H -1.8177 2.3475 -0.3088
H -0.8940 1.5379 -1.5553
H -0.5362 1.4111 1.4503
H 0.7255 1.9016 0.3966
H 1.0109 0.1194 -1.0723
H -1.0978 -0.9907 -0.3141
H 0.2579 -2.1435 0.1222
H 0.0681 -1.7332 -1.4203
H 1.4994 -0.8688 1.7183
H 2.3101 0.4732 1.0451
H 3.2652 -1.6862 0.5301

Summary:
- Energy relative to the best compared isomer or geometry (same formula, charge and spin): 63.20 kcal/mol
- SMILES: NCC[C@H]([NH3+])CO
- E_LUMO: -2.89 eV
- Net charge: +1
- HOMO energy: -14.3352 eV
- Kohn-Sham gap: 0.4204 Ha
- Maximum force: 3.06 eV/A

Löwdin atomic charge list, values in e, 2 entries:
1 N -0.03
2 C -0.20